(1)
51
Properties=species:S:1:pos:R:3:forces:R:3:lowdin_charge:R:1 method="wB97M-V/def2-TZVPD" smiles=CCO.CCO.CO.CO.CO.O.O.O.O.O e_tot_ha=-1039.41475 charge=0
C 22.1590 39.3964 5.3668 -1.5 0.8 2.3 -0.178
O 22.1090 39.0624 4.0485 0.7 -0.5 -2.2 -0.113
H 23.1433 39.4103 5.8349 0.1 -0.1 -0.3 0.076
H 21.7116 40.3842 5.4777 0.1 0.2 0.2 0.086
H 21.4950 38.7162 5.9002 0.2 -0.1 0.6 0.082
H 22.9653 38.6713 3.8602 0.3 -0.3 -0.9 0.053
C 25.8124 37.6372 2.5524 0.1 1.0 -0.6 -0.134
O 24.6888 37.8682 3.3628 -0.6 -0.2 -0.2 -0.169
H 25.4356 37.8572 1.5536 0.5 -0.4 -0.2 0.091
H 26.5752 38.3833 2.7751 0.3 0.0 0.0 0.079
H 26.2654 36.6481 2.6212 -0.3 -0.2 0.1 0.091
H 24.9375 37.7867 4.2864 0.1 -0.2 0.8 0.015
C 22.3745 41.1909 8.6927 0.8 0.9 0.6 -0.165
O 21.6477 40.0357 9.0469 -0.3 -0.2 -0.2 -0.117
H 22.3362 41.9386 9.4850 -0.2 0.1 0.3 0.079
H 23.4341 40.9502 8.6061 0.0 0.1 -0.6 0.071
H 21.9880 41.7312 7.8285 -0.1 -0.7 -0.3 0.079
H 21.9768 39.8168 9.9217 -0.2 -0.3 0.2 0.087
C 24.2990 42.4626 4.6459 0.0 0.3 -0.3 -0.065
C 24.2750 43.1767 5.9789 -0.5 -0.5 0.4 -0.318
O 24.7997 42.3210 6.9814 0.8 -0.1 0.3 -0.105
H 23.8377 41.4816 4.5323 -0.3 0.0 0.8 0.054
H 25.3514 42.3026 4.4113 0.0 0.2 -0.4 0.079
H 23.7908 43.0786 3.9041 0.4 0.2 -0.2 0.081
H 23.3125 43.4573 6.4066 -0.6 0.3 -0.9 0.104
H 24.8867 44.0780 5.9380 0.0 0.1 -0.3 0.110
H 24.9970 42.9457 7.6830 0.3 -0.4 0.5 0.081
C 20.9562 35.6181 6.4070 -1.5 0.8 -0.1 -0.076
C 20.5488 35.1915 7.8288 1.3 -0.9 -1.9 -0.319
O 21.0686 36.0665 8.7731 0.6 1.0 1.1 -0.082
H 20.7003 34.8353 5.6930 0.1 -0.2 0.1 0.078
H 21.9731 35.9566 6.2086 0.1 -0.3 0.6 0.073
H 20.2905 36.4374 6.1356 0.1 0.3 -0.2 0.062
H 21.0611 34.2325 7.9053 -0.5 -0.5 0.6 0.108
H 19.4647 35.1229 7.9196 0.0 -0.3 -0.1 0.114
H 21.0981 35.6235 9.6243 -0.1 0.0 0.1 0.093
O 25.2551 37.7785 5.9419 0.6 0.0 -0.4 -0.024
H 25.8564 38.5014 6.1215 0.2 0.2 0.1 0.068
H 24.6575 37.7721 6.6896 -0.8 -0.2 0.7 0.005
O 20.3253 37.0875 2.8443 -0.2 -0.4 -0.2 -0.039
H 19.5853 37.5850 2.4963 -0.2 -0.1 -0.2 0.033
H 20.8579 37.7381 3.3017 0.4 0.5 0.5 -0.005
O 22.9646 35.8152 2.3455 0.1 -0.5 -0.2 -0.055
H 22.1411 36.3012 2.3032 -0.5 0.0 -0.1 -0.014
H 23.6297 36.4839 2.5095 0.2 0.3 0.3 -0.023
O 23.3546 37.7795 8.0959 0.9 0.0 -0.2 -0.045
H 22.7594 38.5186 8.2216 -0.5 0.4 0.0 0.004
H 22.9890 37.0818 8.6397 -0.4 -0.4 -0.1 0.030
O 19.9109 40.6578 2.3879 -0.2 0.3 -0.1 -0.046
H 19.3068 39.9209 2.4790 -0.2 -0.1 0.0 0.016
H 20.7802 40.2689 2.4848 0.4 -0.2 0.2 0.008



(2)
55
Properties=species:S:1:pos:R:3:forces:R:3:lowdin_charge:R:1 method="wB97M-V/def2-TZVPD" e_tot_ha=-1245.25536 charge=0
C -0.7639 -0.6577 -0.3387 1.3 -0.6 -0.7 -0.133
C -0.8489 -1.7523 -1.1219 -1.2 0.8 0.4 -0.227
N -1.7711 -2.7729 -0.8536 0.5 0.1 0.5 0.072
C 0.0698 0.5691 -0.7490 -1.1 -0.6 -1.1 -0.193
C 0.3569 1.4250 0.4589 1.4 -1.0 -0.3 -0.111
C -0.3581 2.5106 0.7935 0.9 -0.2 1.2 -0.128
C -0.0742 3.2298 2.0721 -0.2 -0.2 0.4 -0.164
C 0.9218 2.8838 2.9064 -0.1 -0.8 -2.0 0.011
H -1.3515 -0.5970 0.5630 0.3 -0.1 -0.1 0.071
H -0.3898 -1.7037 -2.0971 0.4 -0.6 -0.1 0.109
H -2.1345 -3.4666 -1.4859 0.6 0.3 -0.2 0.087
H -1.8778 -2.9691 0.1238 -0.3 -0.2 0.2 0.060
H -0.5599 1.1267 -1.4857 0.3 0.0 0.7 0.085
H 0.9051 0.2146 -1.4094 -0.1 0.5 1.1 0.109
H 1.2379 0.9799 1.0832 -2.0 1.2 -0.9 0.114
H -1.1785 2.9523 0.2291 0.2 -0.6 -0.3 0.105
H -0.8171 4.0186 2.3193 0.8 -0.4 0.0 0.103
H 1.6292 2.0698 2.6425 -0.7 0.6 0.2 0.050
H 1.1652 3.3857 3.7834 0.0 0.9 1.5 0.027
H 2.8357 -1.6959 -2.1160 -1.1 -0.4 1.3 -0.027
H 3.8256 -1.2191 -3.0145 -1.0 -0.8 -0.9 0.097
O 2.9695 -1.7307 -3.0638 2.4 0.9 -0.5 -0.067
H -1.4831 -0.5279 -3.0078 1.5 0.2 -0.4 0.022
H -2.8102 -0.3041 -3.7030 -0.4 0.3 -1.0 0.074
O -2.4092 -0.6438 -2.9183 -1.3 -0.6 0.5 -0.005
H -2.1767 -1.5207 2.4548 0.3 0.6 0.3 0.003
H -2.2476 -2.5739 3.5058 -0.8 -0.4 1.8 0.034
O -1.8531 -2.3989 2.6845 0.6 -0.6 -1.7 -0.037
H 0.3768 4.2109 -1.3018 0.1 0.1 0.4 0.029
H 0.9949 2.8000 -1.4911 -0.1 0.2 0.3 0.011
O 0.5207 3.5108 -1.9327 0.0 -0.1 -1.0 -0.050
H -3.0922 0.4512 -0.1695 0.5 1.6 -2.7 -0.025
H -4.0084 -0.4986 0.5629 0.1 0.1 0.1 0.100
O -3.2532 0.0938 0.6591 -1.7 -1.5 2.6 -0.023
H -0.0603 -2.5810 2.4990 0.4 0.0 -1.5 0.058
H 0.3211 -2.5228 0.9393 -0.4 0.0 0.0 0.012
O 0.6819 -2.6088 1.8273 -0.1 -0.3 1.0 -0.077
H 2.7852 -2.4760 -0.2882 1.2 -3.7 1.0 0.029
H 3.0722 -1.0583 -0.0515 1.1 1.3 1.0 -0.005
O 2.4710 -1.6513 -0.4713 -2.3 2.2 -1.6 0.010
H 3.7454 -0.0719 1.7774 0.0 -0.4 -1.2 0.057
H 4.2530 0.8318 0.7064 0.6 4.1 -1.0 -0.006
O 4.1622 -0.0459 0.8697 -0.4 -3.6 1.9 -0.031
H -2.3867 2.1717 -1.9624 -0.8 -0.6 0.4 0.061
H -2.7553 0.6610 -2.0059 -0.3 0.6 -0.1 -0.013
O -3.0812 1.5373 -1.6671 0.9 0.4 -0.4 -0.092
H 2.2098 -1.0583 3.2721 -0.2 0.9 -1.1 0.081
H 1.4815 -1.1961 1.9055 1.1 0.8 1.1 0.033
O 2.0726 -0.5308 2.4401 -0.5 -1.5 0.8 -0.152
H 1.8528 -0.7526 -3.8051 0.4 0.0 0.0 -0.037
H 1.7642 0.6782 -4.3971 0.6 0.8 -0.1 0.011
O 1.2683 -0.1031 -4.2303 -1.5 -0.6 0.0 -0.070
H -2.5500 0.3853 2.0611 -0.1 0.0 0.7 -0.002
H -1.4418 0.7629 3.0158 1.2 0.7 0.3 0.015
O -2.2160 0.2290 2.9828 -1.0 -0.2 -0.6 -0.067



Computed gap between HOMO and LUMO (Eh) in order:
0.384 0.299